# 1
C32H30HoN12O7 | ωB97M-V/def2-TZVPD

Its expectation value of S² is 6.0038. Its spin multiplicity is 5. The calculation puts the relative energy (zero: lowest compared OMol25 entry of this formula, charge and spin) at 34.4 kcal per mole. The HOMO energy (alpha / beta) is -5.5 / -5.5 eV. Its charge is -1.

The geometry in XYZ format:
```
82
C32H30HoN12O7, DFT ωB97M-V/def2-TZVPD
Ho 0.473 0.051 -0.379
O 0.627 -3.561 2.300
C -0.616 -4.115 2.374
C -0.748 -5.409 2.932
C -2.024 -5.965 2.860
C -3.124 -5.245 2.359
C -3.030 -3.964 1.821
C -1.709 -3.419 1.819
C -1.394 -2.138 1.068
O -0.237 -1.587 1.089
N -2.439 -1.552 0.490
N -2.041 -0.385 -0.147
C -2.982 0.402 -0.596
C -2.584 1.729 -1.070
C -3.408 2.598 -1.816
C -2.952 3.868 -2.203
C -1.648 4.234 -1.932
C -0.857 3.279 -1.290
N -1.318 2.122 -0.836
H 0.438 -2.652 1.776
H 0.073 -5.851 3.470
H -2.210 -6.989 3.217
H -4.073 -5.685 2.417
H -3.858 -3.428 1.405
H -4.027 0.254 -0.464
H -4.453 2.284 -2.077
H -3.624 4.499 -2.746
H -1.187 5.203 -2.215
H 0.162 3.454 -1.036
O 0.706 1.469 -7.864
C 1.498 1.852 -7.019
O 2.481 2.639 -7.009
C 1.222 1.365 -5.586
C 0.238 0.381 -5.306
C 0.060 -0.072 -3.993
N 0.640 0.515 -2.921
C 1.468 1.547 -3.202
C 1.812 2.006 -4.482
C 2.334 2.003 -1.999
O 3.455 2.469 -2.248
O 1.828 1.728 -0.799
H -0.470 -0.019 -6.045
H -0.654 -0.902 -3.726
H 2.500 2.875 -4.523
C 0.695 0.289 3.118
N 0.173 1.173 2.002
C 0.929 2.420 1.902
N 0.985 3.131 3.180
C 1.613 2.155 4.207
N 0.777 0.953 4.383
C -0.570 1.319 4.702
N -1.229 2.250 3.690
C -1.215 1.533 2.403
C -0.343 3.462 3.632
H 1.645 -0.128 2.800
H -0.129 -0.432 3.238
H 0.465 3.052 1.163
H 1.966 2.198 1.571
H 1.665 2.796 5.090
H 2.586 1.939 3.770
H -0.662 1.842 5.665
H -1.217 0.420 4.724
H -1.702 2.076 1.568
H -1.808 0.623 2.591
H -0.452 3.994 4.560
H -0.722 4.170 2.878
N 0.604 -1.859 -1.495
C 0.091 -2.869 -1.827
C -0.697 -3.953 -2.123
C -0.524 -5.026 -1.251
N -0.263 -5.908 -0.502
C -1.550 -4.070 -3.204
N -2.432 -4.227 -3.954
C 4.790 0.083 0.093
C 3.610 -0.711 -0.254
N 3.684 -1.532 -1.334
O 2.537 -0.682 0.440
H 5.257 0.429 -0.871
H 5.522 -0.531 0.635
H 4.468 0.912 0.731
H 4.335 -1.361 -2.144
H 2.772 -1.814 -1.644
```

# 2
C32H30N2O4PtTe | ωB97M-V/def2-TZVPD

The HOMO energy (alpha / beta) is -13.7 / -13.7 eV. Its charge is +2.

The geometry in XYZ format:
```
70
C32H30N2O4PtTe, DFT ωB97M-V/def2-TZVPD
Pt -0.371 -0.358 -0.476
N 0.289 1.278 -2.077
C 0.485 2.668 -1.618
C -0.616 3.128 -0.680
C -0.327 2.495 0.751
O 0.346 3.169 1.492
O -0.834 1.363 0.907
H 1.152 0.951 -2.512
H -0.419 1.291 -2.814
H 0.504 3.343 -2.484
H 1.453 2.745 -1.114
H -1.602 2.794 -1.006
H -0.599 4.210 -0.566
C -1.039 -3.815 5.916
C -0.621 -2.980 4.770
C 0.732 -2.733 4.485
C 1.102 -2.067 3.348
C 2.562 -1.927 3.007
O 3.256 -2.915 2.997
C 3.072 -0.579 2.696
C 4.409 -0.478 2.295
C 4.950 0.754 1.982
C 4.165 1.897 2.056
C 2.848 1.807 2.476
C 2.297 0.580 2.802
C 0.135 -1.647 2.357
O 0.588 -1.224 1.266
C -1.263 -1.818 2.701
C -1.577 -2.457 3.894
C -2.356 -1.403 1.829
N -2.225 -1.073 0.598
C -3.348 -0.693 -0.222
C -3.100 -1.124 -1.659
Te -2.692 -3.276 -1.784
C -0.663 -3.094 -1.130
C -0.200 -3.956 -0.147
C 1.131 -3.930 0.243
C 2.018 -3.034 -0.345
C 1.580 -2.177 -1.341
C 0.222 -2.167 -1.734
C -3.719 -1.471 2.443
C -4.544 -2.547 2.120
C -5.791 -2.656 2.713
C -6.222 -1.686 3.607
C -5.407 -0.606 3.908
C -4.148 -0.495 3.335
H -0.189 -4.249 6.432
H -1.694 -4.616 5.569
H -1.624 -3.235 6.632
H 1.497 -3.081 5.163
H 5.006 -1.376 2.232
H 5.986 0.820 1.686
H 4.587 2.857 1.799
H 2.238 2.696 2.560
H 1.278 0.541 3.152
H -2.617 -2.602 4.146
H -3.459 0.397 -0.169
H -4.277 -1.139 0.147
H -2.229 -0.592 -2.069
H -3.969 -0.915 -2.276
H -0.876 -4.673 0.298
H 1.482 -4.619 0.998
H 3.055 -3.037 -0.043
H 2.295 -1.553 -1.861
H -0.036 -1.746 -2.707
H -4.196 -3.302 1.424
H -6.420 -3.502 2.478
H -7.197 -1.778 4.063
H -5.745 0.156 4.595
H -3.506 0.340 3.573
```

# 3
C32H30N3O6PtSi | ωB97M-V/def2-TZVPD

Its expectation value of S² is 2.0076. Its spin multiplicity is 3. The calculation puts the relative energy (zero: lowest compared OMol25 entry of this formula, charge and spin) at 17.6 kcal per mole. The HOMO energy (alpha / beta) is -4.9 / -4.9 eV. Its charge is -1.

The geometry in XYZ format:
```
73
C32H30N3O6PtSi, DFT ωB97M-V/def2-TZVPD
Pt -1.373 0.571 -1.086
O -2.444 2.524 -1.365
C -2.627 3.087 -2.496
C -3.886 3.673 -2.812
C -4.109 4.327 -3.996
C -3.101 4.448 -4.950
C -1.865 3.904 -4.684
C -1.605 3.238 -3.488
C -0.304 2.661 -3.264
N -0.027 1.577 -2.559
C 1.313 1.368 -2.638
C 1.875 2.339 -3.408
N 0.844 3.149 -3.806
H -4.675 3.570 -2.082
H -5.080 4.753 -4.214
H -3.287 4.950 -5.888
H -1.093 3.947 -5.442
H 1.762 0.540 -2.131
H 2.888 2.518 -3.706
H 0.923 4.003 -4.334
O -3.476 0.081 -1.663
C -4.149 -0.101 -0.638
C -3.852 -0.989 0.448
C -4.801 -1.201 1.438
C -4.579 -2.108 2.462
C -3.361 -2.820 2.518
C -2.384 -2.579 1.603
C -2.566 -1.653 0.527
O -1.643 -1.470 -0.315
N -5.569 -2.323 3.437
O -5.355 -3.145 4.321
O -6.610 -1.678 3.366
H -5.107 0.440 -0.538
H -5.738 -0.666 1.404
H -3.218 -3.541 3.307
H -1.428 -3.077 1.659
C 3.379 1.992 0.832
C 2.699 1.037 1.811
C 1.808 1.857 2.739
C 3.749 0.330 2.665
Si 1.563 -0.228 0.858
O 0.328 0.571 0.327
C 1.318 -1.660 2.116
C 2.073 -2.826 2.022
C 2.009 -3.821 2.979
C 1.177 -3.677 4.075
C 0.390 -2.541 4.178
C 0.462 -1.554 3.209
C 2.513 -1.134 -0.543
C 3.895 -1.214 -0.681
C 4.486 -1.933 -1.707
C 3.701 -2.610 -2.620
C 2.321 -2.546 -2.505
C 1.742 -1.815 -1.483
H 4.011 2.708 1.365
H 2.626 2.549 0.278
H 3.996 1.462 0.110
H 2.381 2.627 3.261
H 1.351 1.212 3.483
H 1.013 2.333 2.173
H 4.293 1.043 3.291
H 4.481 -0.194 2.054
H 3.271 -0.396 3.318
H 2.728 -2.958 1.174
H 2.614 -4.711 2.871
H 1.150 -4.437 4.846
H -0.279 -2.424 5.020
H -0.168 -0.681 3.299
H 4.534 -0.712 0.030
H 5.566 -1.962 -1.790
H 4.161 -3.175 -3.421
H 1.697 -3.072 -3.214
H 0.666 -1.757 -1.406
```

# 4
C32H30N3O7RhSb | ωB97M-V/def2-TZVPD

The calculation puts the relative energy (zero: lowest compared OMol25 entry of this formula, charge and spin) at 21.1 kcal per mole. The HOMO energy is -5.9 eV. Its charge is -1.

The geometry in XYZ format:
```
74
C32H30N3O7RhSb, DFT ωB97M-V/def2-TZVPD
Rh 2.251 0.622 1.184
N 2.274 2.356 2.272
C 3.523 2.197 3.080
C 4.632 1.699 2.163
O 5.752 2.179 2.175
N 4.177 0.718 1.346
C 4.781 0.622 0.013
C 3.697 1.053 -1.008
O 3.756 0.820 -2.188
O 2.743 1.710 -0.379
H 2.259 3.200 1.707
H 1.490 2.400 2.912
H 3.309 1.418 3.813
H 3.814 3.111 3.590
H 5.175 -0.366 -0.209
H 5.591 1.353 -0.039
O -1.636 -4.009 4.647
C -1.892 -2.795 4.616
O -2.868 -2.137 5.030
C -0.813 -1.926 3.905
C -0.893 -0.539 3.955
C 0.024 0.218 3.268
N 0.994 -0.338 2.525
C 1.067 -1.677 2.450
C 0.201 -2.495 3.146
C 2.052 -2.210 1.428
O 2.285 -3.402 1.399
O 2.513 -1.325 0.602
H -1.710 -0.093 4.508
H -0.046 1.301 3.262
H 0.282 -3.571 3.068
C 1.377 -1.203 -3.614
C -0.104 -1.059 -3.846
C -0.661 -1.454 -5.064
C -2.022 -1.352 -5.307
C -2.865 -0.858 -4.319
C -2.325 -0.468 -3.103
C -0.956 -0.552 -2.862
Sb -0.220 0.068 -0.947
C -1.724 -1.062 0.107
C -2.755 -0.518 0.868
C -3.583 -1.314 1.647
C -3.395 -2.686 1.665
C -2.401 -3.246 0.875
C -1.560 -2.459 0.092
C -0.515 -3.138 -0.756
C -1.055 2.051 -0.841
C -1.471 2.494 0.417
C -1.879 3.802 0.636
C -1.857 4.705 -0.415
C -1.394 4.295 -1.656
C -0.974 2.986 -1.886
C -0.372 2.633 -3.222
H 1.883 -1.521 -4.526
H 1.582 -1.950 -2.842
H 1.841 -0.274 -3.275
H -0.006 -1.849 -5.833
H -2.425 -1.665 -6.263
H -3.932 -0.782 -4.490
H -2.982 -0.093 -2.325
H -2.928 0.552 0.865
H -4.341 -0.863 2.274
H -3.990 -3.310 2.319
H -2.245 -4.319 0.892
H -0.337 -4.155 -0.408
H 0.455 -2.630 -0.724
H -0.827 -3.178 -1.804
H -1.478 1.803 1.254
H -2.214 4.107 1.621
H -2.177 5.729 -0.267
H -1.334 5.012 -2.469
H -0.199 3.532 -3.814
H -1.011 1.963 -3.799
H 0.593 2.133 -3.095
```

# 5
C32H31Br2MoN5O7Se | ωB97M-V/def2-TZVPD

Its expectation value of S² is 2.0519. Its spin multiplicity is 3. The calculation puts the relative energy (zero: lowest compared OMol25 entry of this formula, charge and spin) at 82.2 kcal per mole. The HOMO energy (alpha / beta) is -7.9 / -8.0 eV.

The geometry in XYZ format:
```
79
C32H31Br2MoN5O7Se, DFT ωB97M-V/def2-TZVPD
Mo -0.317 0.806 1.006
C 0.342 -1.899 -3.388
N 0.006 -0.878 -2.417
C -0.291 0.263 -2.891
C -0.538 1.508 -2.197
C -0.709 2.665 -2.939
C -0.820 3.738 -2.042
C -0.708 3.193 -0.789
N -0.523 1.831 -0.838
C 1.833 -2.011 -3.638
C 2.314 -3.094 -4.371
C 3.667 -3.236 -4.627
C 4.568 -2.292 -4.148
C 4.100 -1.209 -3.424
C 2.739 -1.068 -3.171
H -0.168 -1.735 -4.349
H -0.005 -2.864 -3.005
H -0.365 0.399 -3.980
H -0.739 2.700 -4.017
H -0.972 4.780 -2.266
H -0.761 3.720 0.147
H 1.617 -3.840 -4.738
H 4.022 -4.085 -5.197
H 5.627 -2.401 -4.345
H 4.793 -0.460 -3.059
H 2.380 -0.215 -2.610
Br 6.179 2.452 0.112
C 4.374 2.013 0.393
C 3.477 2.991 0.797
C 2.159 2.635 0.973
N 1.741 1.378 0.774
C 2.610 0.430 0.403
C 3.947 0.716 0.191
C 1.993 -0.886 0.233
C 2.642 -1.992 -0.167
C 1.862 -3.177 -0.456
Br 2.759 -4.612 -1.291
C 0.564 -3.234 -0.185
C -0.100 -2.105 0.545
N 0.627 -0.837 0.439
H 3.787 4.009 0.975
H 1.424 3.363 1.292
H 4.632 -0.055 -0.128
H 3.704 -1.990 -0.353
H -0.013 -4.119 -0.416
H -0.177 -2.354 1.616
O -3.490 2.207 0.356
C -4.684 1.538 0.691
C -4.706 1.086 2.144
C -3.396 0.400 2.558
C -3.010 -0.710 1.628
C -3.867 -1.856 1.621
C -3.578 -2.960 0.818
C -2.450 -2.953 0.060
C -1.535 -1.793 0.054
N -1.956 -0.649 0.862
H -3.353 2.949 0.970
H -4.733 0.670 0.026
H -5.564 2.155 0.479
H -5.561 0.422 2.295
H -4.846 1.944 2.804
H -3.513 -0.036 3.553
H -2.601 1.128 2.639
H -4.737 -1.839 2.261
H -4.244 -3.813 0.808
H -2.203 -3.790 -0.579
H -1.391 -1.426 -0.974
C 0.078 -0.085 5.217
C 0.499 0.233 3.807
O 1.565 0.766 3.550
O -0.386 -0.104 2.891
H -0.396 0.814 5.616
H 0.951 -0.314 5.825
H -0.641 -0.900 5.246
O 0.040 4.752 2.576
Se -1.152 3.773 3.007
O -2.599 4.059 2.368
O -0.688 2.283 1.913
O -1.134 3.104 4.456
```

# 6
C32H31Cl2F12N5O2S2W | ωB97M-V/def2-TZVPD

The calculation puts the relative energy (zero: lowest compared OMol25 entry of this formula, charge and spin) at 70.9 kcal per mole. The HOMO energy is -7.3 eV.

The geometry in XYZ format:
```
87
C32H31Cl2F12N5O2S2W, DFT ωB97M-V/def2-TZVPD
W 0.192 -0.674 -1.177
C 1.470 4.954 -2.328
C 1.667 3.582 -1.755
C 2.428 3.438 -0.533
C 2.610 2.259 0.098
C 2.088 1.074 -0.526
N 1.874 -0.119 -0.034
C 2.553 -0.799 0.998
C 3.692 -0.286 1.604
C 4.294 -0.968 2.648
C 3.779 -2.170 3.108
C 4.411 -2.910 4.254
C 2.677 -2.703 2.447
C 2.077 -2.055 1.379
C 0.941 -2.630 0.560
O 1.133 -2.398 -0.818
C -0.307 -1.773 0.711
F -1.661 -0.415 -1.096
F -0.609 -1.354 1.961
F -1.401 -2.542 0.295
C 0.728 -4.136 0.792
F 1.880 -4.823 0.744
F 0.162 -4.361 1.986
F -0.060 -4.684 -0.141
C 1.472 1.139 -1.839
C 1.184 2.478 -2.353
C 2.146 0.132 -2.867
O 1.362 -0.987 -2.822
C 2.234 0.636 -4.350
F 1.097 1.183 -4.827
F 3.179 1.570 -4.490
F 2.493 -0.375 -5.174
C 3.650 -0.233 -2.495
F 4.339 -0.675 -3.554
F 3.724 -1.182 -1.575
F 4.294 0.856 -2.038
H 1.202 5.663 -1.546
H 0.679 4.954 -3.076
H 2.388 5.310 -2.801
H 2.809 4.338 -0.065
H 3.043 2.230 1.082
H 4.145 0.623 1.247
H 5.179 -0.548 3.111
H 5.313 -2.407 4.598
H 4.680 -3.926 3.963
H 3.724 -2.984 5.099
H 2.297 -3.657 2.782
H 0.614 2.594 -3.261
N -0.777 -2.351 -2.437
C -2.011 -2.072 -3.176
C -1.724 -0.945 -4.144
N -1.105 0.171 -3.419
H -0.006 -2.531 -3.084
H -0.857 -3.166 -1.833
H -2.779 -1.782 -2.459
H -2.352 -2.963 -3.710
H -2.650 -0.646 -4.645
H -1.024 -1.284 -4.913
H -1.820 0.698 -2.927
H -0.668 0.807 -4.070
Cl -2.258 2.612 -1.620
C -1.427 3.558 -0.417
C -1.593 4.931 -0.498
C -1.018 5.751 0.455
C -0.295 5.176 1.488
C -0.148 3.801 1.548
Cl 0.723 3.188 2.928
C -0.690 2.921 0.588
S -0.575 1.198 0.831
H -2.186 5.341 -1.302
H -1.150 6.822 0.408
H 0.150 5.784 2.262
C -4.033 -3.249 2.313
N -4.721 -2.079 2.793
C -5.421 -2.071 4.061
C -5.880 -0.610 4.184
N -5.741 -0.142 2.816
C -4.953 -0.965 2.063
S -4.389 -0.621 0.544
H -3.364 -3.624 3.089
H -3.449 -2.970 1.438
H -4.737 -4.041 2.038
H -4.751 -2.369 4.869
H -6.267 -2.767 4.044
H -5.246 -0.047 4.874
H -6.913 -0.537 4.522
H -5.759 0.834 2.573
```

no.,total energy (hartree)
1,-3369.45798
2,-2034.49118
3,-2261.94400
4,-2279.29609
5,-9656.04210
6,-4644.60845